C4H8Cl2N | wB97M-V/def2-TZVPD

Computed properties:
energy above the lowest of the compared OMol25 structures with the same formula, charge and spin = 549.23 kJ/mol
E_HOMO = -13.333 eV
energy = -1131.838542 Ha
total charge = +1
LUMO energy = -5.634 eV
orbital gap = 7.699 eV

```
15
Properties=species:S:1:pos:R:3:mulliken_charge:R:1
C 0.9852 -0.5751 -0.4462 -0.5718
C 1.5219 -1.3214 1.6345 0.2206
C -0.2102 0.8886 -1.5515 -1.0849
C -1.3763 0.2224 0.4857 -0.6996
N -0.0622 0.5119 -0.1715 0.0830
Cl 2.1223 -2.8863 1.4965 0.0364
Cl 1.8544 -0.2573 2.8133 0.0529
H 0.3795 -1.4700 -0.5581 0.3347
H -0.6004 0.1073 -2.3263 0.3877
H -0.8077 1.7179 -1.5599 0.5057
H 0.6789 1.2683 -2.0548 0.4099
H -1.7922 1.2579 0.8820 0.3288
H -1.9484 -0.1494 -0.2859 0.3427
H -1.2174 -0.5632 1.3542 0.2807
H 0.4724 1.2484 0.2880 0.3733
```